A molecular structure, C26H43BrMnN6P2 in a non-equilibrium geometry, computed with ωB97M-V with the def2-TZVPD basis set.

Structure (XYZ):
```
79
Properties=species:S:1:pos:R:3:forces:R:3:lowdin_spin:R:1
N -0.719187 -7.895112 -6.558224 0.0 -0.3 -0.5 0.005
C -1.551828 -8.078497 -5.536218 0.4 0.6 0.5 -0.001
C -1.484993 -7.292473 -4.379344 0.2 0.3 -0.3 0.006
C -0.575747 -6.211493 -4.332571 0.1 -0.8 -1.0 0.003
C 0.270035 -6.023507 -5.447224 -0.3 -0.4 0.0 0.005
C 0.181054 -6.916863 -6.525600 -0.2 0.4 0.8 -0.001
C -0.538706 -5.309925 -3.185544 0.0 1.3 -0.1 0.035
Mn -0.094245 -0.319990 1.578603 -0.2 0.7 0.1 4.070
P -2.376765 6.016689 0.973304 1.7 -4.4 -0.7 0.609
C -0.363502 -3.964187 -3.316474 -0.1 -1.4 -0.4 -0.010
C -0.424404 -3.040240 -2.204711 0.1 0.4 1.0 0.037
C -0.356386 -1.642098 -2.428765 -0.2 -0.3 0.3 -0.022
C -0.437222 -0.744533 -1.356602 0.1 -0.5 0.1 0.008
C -0.509870 -1.264500 -0.058174 0.0 -0.4 -1.0 -0.255
C -0.654252 -2.638732 0.183715 0.3 0.2 -0.1 -0.003
C -0.576709 -3.531776 -0.881482 -0.1 0.7 -0.3 -0.030
Br -1.130026 1.793243 1.978629 -0.3 0.2 0.1 0.102
H -0.733246 -5.777806 -2.212505 0.0 0.3 -0.4 0.001
H -0.222496 -3.521111 -4.312223 -0.1 -0.3 0.4 -0.001
H -2.176437 -7.485584 -3.560592 0.2 0.1 -0.1 0.000
H 0.994583 -5.209998 -5.473731 -0.1 -0.2 0.1 0.000
H -2.291227 -8.880549 -5.619943 0.3 0.2 0.0 0.000
H 0.859516 -6.818715 -7.378194 -0.3 -0.1 0.2 0.000
H -0.244054 -1.289490 -3.459876 -0.1 0.0 0.4 -0.003
H -0.629143 -4.607943 -0.698827 -0.1 0.5 0.0 -0.003
H -0.456184 0.332375 -1.514228 0.2 -0.2 -0.1 -0.001
H -0.809419 -2.995962 1.200323 0.2 -0.1 -0.3 -0.002
P 2.026961 0.638667 0.862317 -0.2 -0.7 -0.4 -0.017
C -3.594058 4.616668 0.824497 -1.0 0.9 0.5 0.095
C -4.906544 5.157283 0.256954 -0.4 -0.1 -0.1 0.011
H -3.737706 4.186286 1.825771 0.0 0.3 -0.2 0.002
H -3.162080 3.834275 0.184311 0.3 0.4 0.2 0.015
H -5.732586 4.483914 0.503097 0.1 0.1 -0.2 0.000
H -5.129464 6.143060 0.680561 -0.2 -0.2 -0.1 0.006
H -4.852049 5.256704 -0.832226 -0.1 0.0 0.2 0.000
C -1.341440 5.640951 -0.518841 -0.6 1.2 -0.5 0.081
C -0.583063 6.891271 -0.956048 0.3 0.1 -0.3 0.011
H -2.028181 5.296105 -1.303613 0.1 0.2 0.2 0.000
H -0.657997 4.816294 -0.269207 -0.4 0.1 0.3 0.015
H -0.300940 6.809199 -2.009828 0.0 0.1 0.2 0.000
H -1.202306 7.787371 -0.835001 0.2 -0.1 -0.2 0.005
H 0.330395 7.027835 -0.367825 -0.2 0.0 -0.1 0.000
C -1.236118 5.308230 2.236917 0.3 1.1 0.7 0.107
C -1.472609 5.836235 3.644406 0.1 -0.1 0.5 0.009
H -0.198652 5.467828 1.910293 -0.3 0.2 0.0 0.001
H -1.424154 4.223273 2.209939 -0.2 0.4 -0.4 0.022
H -0.603479 5.598032 4.270391 -0.3 0.1 0.0 0.000
H -1.614934 6.923037 3.651729 0.1 -0.2 0.1 0.004
H -2.356668 5.359656 4.087007 0.2 0.2 0.0 0.000
C 2.944972 1.241318 2.324363 -0.1 0.2 0.4 -0.008
C 4.374949 0.720709 2.476310 0.2 0.0 0.2 -0.002
H 2.334626 1.008019 3.215735 0.3 0.1 -0.2 0.000
H 2.947047 2.340072 2.223733 -0.1 -0.4 0.2 0.000
H 4.401089 -0.349906 2.713796 0.0 0.3 -0.1 0.000
H 4.977337 0.893255 1.574481 -0.2 0.0 0.2 0.000
H 4.860347 1.250461 3.304767 -0.1 -0.1 -0.2 -0.001
C 1.941027 2.066479 -0.261825 -0.1 0.5 0.0 0.001
C 2.374986 1.830657 -1.710412 0.0 0.1 -0.2 0.000
H 2.571535 2.843701 0.202813 -0.3 -0.2 -0.3 0.000
H 0.897248 2.419276 -0.202407 0.3 -0.1 -0.1 0.000
H 3.469982 1.835197 -1.801633 -0.3 -0.1 0.0 0.000
H 1.987741 0.888279 -2.117920 0.1 0.3 0.1 0.000
H 1.987425 2.646329 -2.333698 0.2 -0.2 0.1 0.000
C 2.943285 -0.719890 0.082463 0.5 0.2 -0.3 0.005
C 2.845291 -1.997873 0.927062 0.1 -0.4 0.0 0.009
H 3.986140 -0.398256 -0.058015 -0.2 -0.3 0.0 0.000
H 2.531175 -0.881066 -0.925460 0.0 0.1 0.4 0.000
H 2.721026 -2.869598 0.267124 0.2 0.2 0.3 0.000
H 3.747231 -2.137858 1.542740 -0.4 0.0 -0.2 0.000
H 1.971601 -1.994882 1.605429 0.4 0.0 -0.2 0.005
N -0.702784 -4.410791 4.926067 0.2 0.7 -0.6 0.003
N -0.314589 -3.141507 4.531833 0.2 1.1 -0.3 0.008
N 0.325340 -2.324434 5.385607 -0.7 -0.2 -1.5 0.002
C 0.521781 -1.258230 4.607370 0.1 -0.3 0.0 0.013
N 0.069704 -1.413342 3.349380 -0.9 -2.4 1.4 0.037
N -0.512558 -2.672452 3.322061 1.1 0.9 1.7 0.010
H -1.534885 -4.652943 4.396078 0.0 -0.1 0.2 0.000
H -0.848131 -4.375260 5.926005 -0.1 -0.1 0.1 0.000
H 1.008594 -0.368862 4.977035 0.0 0.0 -0.1 0.000
```
Positions in Å, forces in eV/Å.

Energy above the lowest of the compared OMol25 structures with the same formula, charge and spin ... 0.000 eV
Charge ... +2
HOMO level (alpha / beta) ... -12.1526 / -12.3314 eV
Multiplicity ... 6
Maximum force ... 4.74 eV Å⁻¹